Entry 1:
DFT (the ωB97M-V functional and the def2-TZVPD basis) results for one molecule with the formula C6H15N.

```
22
Properties=species:S:1:pos:R:3:forces:R:3
C 1.6806 -1.5637 -0.3748 -0.064 0.230 -0.735
C 0.6596 -1.1176 0.6863 0.532 -0.368 0.517
N -0.2180 -0.0285 0.3514 -0.593 0.146 0.024
C -1.6599 -0.2700 0.4876 0.212 0.452 -0.839
C -2.2735 -0.3095 -0.9248 0.383 -0.524 0.800
C 0.1876 1.3207 0.6750 0.894 0.312 -0.977
C 1.2414 1.9006 -0.3029 -0.531 -0.535 0.197
H 1.9650 -0.7885 -1.0873 -0.313 0.211 0.141
H 2.6375 -1.8816 0.0354 -0.159 -0.351 0.303
H 1.2454 -2.3565 -0.9875 0.205 -0.105 0.065
H 1.2110 -0.9414 1.6255 -0.096 0.301 -0.009
H 0.0384 -1.9902 0.9030 -0.009 0.060 0.014
H -1.8371 -1.1802 1.0539 -0.186 -0.067 0.099
H -2.1216 0.5808 0.9828 -0.014 -0.076 0.515
H -1.9223 -1.2302 -1.3913 -0.035 0.169 -0.394
H -3.3628 -0.3010 -0.9234 -0.043 0.097 -0.020
H -1.8512 0.5656 -1.4122 -0.268 -0.070 -0.449
H -0.6569 1.9867 0.5357 -0.368 -0.076 0.379
H 0.5706 1.4413 1.6945 -0.090 -0.210 0.253
H 2.0089 1.1786 -0.5513 0.170 -0.018 0.034
H 0.7556 2.2252 -1.2209 0.017 -0.122 -0.146
H 1.7016 2.7594 0.1449 0.355 0.543 0.229
```
Forces are in eV/Å.

SMILES = CCN(CC)CC
Charge = 0
Relative energy (zero: lowest compared OMol25 entry of this formula, charge and spin) = 1.154 eV
Calculated total energy = -7954.612 eV
Molecular weight = 101.2 g mol⁻¹
F_max = 1.4 eV/Å

Mulliken population analysis, charges in e, atoms 1 to 8: -1.13, -0.66, 0.39, -0.80, -0.99, -0.63, -1.13, 0.29

Entry 2:
DFT (the ωB97M-V functional and the def2-TZVPD basis) results for C20H22BrCaF6N5O12S2 as an isolated structure.

```
69
Properties=species:S:1:pos:R:3:forces:R:3
N -0.7842 1.1133 -2.0435 -0.632 0.951 -0.065
N -0.2529 0.3213 -1.0592 3.280 -4.289 6.118
C 1.1781 0.1925 -0.6974 -0.188 -0.802 0.999
C 2.2289 1.0918 -1.4935 -0.332 0.715 -0.036
O 3.4057 1.4219 -0.7456 0.368 -3.228 -2.486
O 3.0893 2.1939 0.3196 -1.277 1.154 3.106
C 1.3565 -0.8439 0.4381 -1.838 2.716 -2.060
S 3.0071 -1.3019 1.1118 -4.831 3.349 -0.550
O 3.0842 -2.7200 1.7141 -1.858 1.519 -0.775
O 3.4490 -0.1846 2.0580 0.108 -3.593 -1.425
F 4.1067 -1.3170 -0.2600 1.293 -0.430 -0.081
N 0.0066 -1.3023 0.7821 -0.067 1.688 -2.727
C -0.3494 -2.2557 1.8305 1.047 -2.001 4.028
O 0.3800 -2.5162 2.8358 -1.707 1.736 -5.038
N -1.6701 -2.9634 1.7977 0.807 3.349 1.142
C -2.5198 -2.1673 2.7367 -4.051 -1.665 2.831
O -3.4373 -2.6663 3.4358 6.902 3.418 -3.538
F -2.2864 -0.7348 2.7916 0.169 -2.956 -0.914
C -0.8853 -0.6028 -0.1413 -1.235 0.302 -1.434
S -2.7430 -0.7390 -0.3079 1.617 -0.589 -0.182
H -1.7776 1.3541 -1.8580 0.511 -0.710 0.136
H -0.3033 2.0327 -2.1021 0.151 -0.928 0.261
H 2.4774 0.5203 -2.4699 0.252 0.855 1.775
H 1.7933 2.1073 -1.8549 0.419 -1.357 0.871
H 3.8714 2.1848 0.9303 -0.579 -0.250 -1.421
H -1.5370 -3.8867 2.2656 -0.119 0.966 -0.343
H -2.8788 -1.9072 -1.0858 0.627 1.079 0.736
F 4.8917 -0.0962 -4.3688 -1.827 -0.191 2.655
C 4.8030 -1.4153 -4.2262 0.463 1.014 -0.565
C 5.4975 -2.0336 -3.1943 0.145 -0.141 0.587
C 5.3975 -3.4119 -3.0349 -0.295 0.053 -0.260
C 4.6151 -4.1587 -3.9130 0.142 -0.142 0.234
C 3.9261 -3.5276 -4.9499 0.020 0.473 0.149
C 4.0152 -2.1508 -5.1047 -0.558 -0.492 -0.235
H 6.1078 -1.4370 -2.5264 0.030 0.057 -0.198
H 5.9293 -3.9051 -2.2270 0.024 0.019 -0.092
H 4.5416 -5.2349 -3.7893 0.036 0.103 -0.045
H 3.3211 -4.1117 -5.6352 0.081 0.082 0.049
H 3.4811 -1.6432 -5.8980 0.223 0.057 0.044
C -4.7884 2.2100 2.1514 -0.109 -0.079 0.328
C -4.2695 2.6012 0.8379 0.014 -0.016 -0.120
N -3.8594 2.9053 -0.1948 0.027 -0.270 0.461
H -4.1011 2.4885 2.9540 0.046 0.073 -0.234
H -5.7469 2.6897 2.3634 0.118 0.037 -0.222
H -4.9438 1.1309 2.2161 0.081 0.099 -0.244
C -6.9215 -1.2390 1.2510 -0.326 -0.049 1.093
C -7.1867 -2.3940 0.3373 -0.260 -0.881 0.363
O -7.0783 -1.8104 -0.9572 0.446 0.812 -0.105
C -6.2990 -0.7033 -0.8335 0.007 0.312 -0.791
O -5.8677 -0.0711 -1.7582 -0.083 -0.502 0.709
O -6.0676 -0.4054 0.4744 0.139 -0.016 -0.813
H -6.4306 -1.5447 2.1734 0.112 -0.016 -0.024
H -7.8306 -0.6824 1.4975 0.045 0.004 -0.110
H -6.4364 -3.1842 0.4331 -0.049 0.073 0.087
H -8.1769 -2.8258 0.4881 0.111 0.068 -0.198
F 5.9297 -0.5679 -5.9872 1.406 -0.912 -2.026
Ca 4.9740 -2.2735 2.1903 3.571 0.074 1.193
C 1.1638 4.3374 2.8432 -0.610 -0.718 0.148
C 1.9918 5.0957 1.8569 -0.140 0.339 -1.037
O 2.4884 6.1816 2.6150 0.074 -0.669 0.674
C 2.5680 5.7220 3.8940 0.751 0.931 1.079
O 3.1900 6.2586 4.7646 -0.630 -0.556 -0.702
O 1.8574 4.5677 4.0613 0.370 0.380 -0.085
F 1.2251 5.5855 0.8571 0.068 -0.044 -0.017
H 0.1446 4.7259 2.9260 0.115 0.131 -0.174
H 1.1153 3.2715 2.6138 0.140 0.065 0.167
H 2.8277 4.5265 1.4392 -0.125 0.158 -0.305
Br -5.4885 -3.7397 3.7966 -2.319 -0.990 -0.005
F 3.4809 3.8444 -1.3655 -0.311 0.271 -0.341
```
Forces are in eV/Å.

Charge = 0
Calculated total energy = -179550.292 eV
Molecular weight = 822.5 g mol⁻¹
F_max = 8.5 eV/Å

Mulliken population analysis, charges in e, atoms 1 to 8: -1.11, 0.62, 0.69, -0.78, -0.23, -0.12, -0.31, 1.20